Record 1
A structure of composition C55H43N4O2P2SiTi in a non-equilibrium geometry. Source: the OMol25 dataset; level of theory: ωB97M-V/def2-TZVPD.

```
108
Properties=species:S:1:pos:R:3:forces:R:3
Ti -0.040 0.406 0.001 -0.920 -1.810 0.414
O 0.710 1.172 4.152 0.103 0.157 0.210
C 0.183 0.839 3.092 0.032 -0.079 -0.162
N 0.308 1.367 1.863 -0.081 0.730 0.624
C 0.761 2.708 1.734 -0.003 0.050 0.084
C 1.161 3.572 2.758 -0.061 -0.021 -0.079
C 1.569 4.871 2.464 -0.022 -0.095 -0.015
C 1.597 5.312 1.150 -0.054 -0.006 0.008
C 1.181 4.473 0.125 -0.161 0.067 -0.072
C 0.735 3.183 0.405 0.285 -0.318 -0.159
N 0.366 2.223 -0.557 0.481 1.294 -0.223
C 1.140 2.250 -1.742 0.337 -0.006 0.391
O 1.167 3.169 -2.558 -0.069 -0.021 0.015
C 2.033 1.091 -1.786 0.119 0.267 0.344
C 3.088 1.023 -2.706 -0.039 -0.097 -0.028
C 4.093 0.108 -2.540 0.000 -0.049 0.053
C 4.040 -0.740 -1.395 0.176 0.057 -0.244
C 2.980 -0.656 -0.546 -0.262 0.176 -0.059
N 1.931 0.197 -0.704 0.253 -0.057 -0.531
C -0.833 -0.273 3.156 0.176 0.242 0.135
C -1.372 -0.608 4.388 -0.006 -0.059 0.251
C -2.412 -1.521 4.440 0.074 0.119 0.159
C -2.857 -2.070 3.254 -0.054 -0.125 -0.156
C -2.243 -1.676 2.079 0.059 -0.088 -0.133
N -1.247 -0.796 2.009 -0.085 0.137 0.154
H 1.178 3.218 3.775 0.033 -0.025 -0.003
H 1.894 5.521 3.270 -0.021 -0.022 -0.021
H 1.946 6.313 0.917 -0.029 -0.037 -0.007
H 1.185 4.806 -0.904 0.005 -0.017 -0.006
H 3.085 1.746 -3.514 0.001 -0.034 0.030
H 4.925 0.058 -3.232 -0.041 -0.018 0.019
H 4.828 -1.454 -1.186 -0.032 0.040 -0.004
H 2.948 -1.307 0.311 -0.060 -0.041 0.088
H -0.966 -0.123 5.264 -0.025 -0.033 -0.043
H -2.880 -1.782 5.382 0.058 0.000 -0.005
H -3.673 -2.782 3.221 0.018 0.056 -0.036
H -2.576 -2.079 1.142 -0.045 -0.048 -0.116
C -0.076 0.759 -4.160 0.008 0.251 -0.066
Si -0.561 -0.205 -2.583 -0.084 -0.282 -0.560
C -2.426 -0.425 -3.039 -0.171 0.051 0.149
C -2.907 -0.851 -4.288 0.011 -0.007 0.090
C -4.235 -0.697 -4.647 0.010 0.022 0.029
C -5.127 -0.081 -3.768 0.040 -0.022 -0.002
C -4.690 0.318 -2.517 0.031 -0.032 0.005
C -3.354 0.124 -2.144 0.050 -0.258 -0.055
P -2.768 0.432 -0.431 -0.560 0.765 -0.240
C -4.308 -0.103 0.471 0.160 -0.301 0.007
C -4.961 0.624 1.458 -0.087 -0.006 -0.007
C -6.041 0.077 2.152 0.066 0.033 -0.018
C -6.478 -1.208 1.876 0.023 -0.026 -0.032
C -5.833 -1.949 0.889 0.041 0.067 0.003
C -4.765 -1.401 0.200 -0.040 0.057 -0.033
C -2.825 2.260 -0.243 -0.080 -0.047 0.073
C -2.985 3.105 -1.335 -0.017 0.035 -0.047
C -2.892 4.482 -1.175 0.000 -0.007 -0.004
C -2.641 5.028 0.074 0.006 0.019 -0.044
C -2.476 4.194 1.171 0.000 -0.106 0.000
C -2.563 2.819 1.011 0.001 0.050 -0.088
C 0.354 -1.869 -2.951 0.090 -0.094 0.084
C 0.742 -2.243 -4.246 -0.017 0.030 0.051
C 1.570 -3.329 -4.480 -0.011 0.027 0.015
C 2.070 -4.058 -3.408 -0.008 0.010 0.048
C 1.688 -3.731 -2.116 -0.029 0.069 -0.002
C 0.818 -2.663 -1.887 -0.122 -0.104 -0.096
P 0.018 -2.306 -0.266 0.489 -0.764 -0.355
C 1.065 -3.135 1.017 -0.087 -0.075 -0.034
C 1.308 -4.509 1.068 0.006 -0.063 0.052
C 2.135 -5.053 2.044 -0.053 0.022 -0.060
C 2.717 -4.233 3.003 0.005 -0.023 -0.008
C 2.462 -2.871 2.985 -0.041 0.026 -0.023
C 1.645 -2.334 1.998 -0.001 -0.037 0.052
C -1.369 -3.548 -0.425 -0.127 0.173 0.054
C -2.115 -3.580 -1.606 0.026 -0.018 0.006
C -3.216 -4.417 -1.739 0.041 0.034 -0.011
C -3.607 -5.236 -0.690 0.022 0.023 0.023
C -2.886 -5.207 0.497 0.032 0.043 0.004
C -1.783 -4.371 0.627 0.015 -0.017 -0.043
H -0.732 0.514 -5.002 0.089 -0.037 0.048
H 0.956 0.535 -4.444 -0.076 0.065 0.041
H -0.133 1.838 -3.991 -0.039 -0.084 -0.058
H -2.216 -1.305 -4.996 -0.034 0.045 0.037
H -4.581 -1.035 -5.619 0.020 0.014 0.052
H -6.160 0.076 -4.058 0.036 -0.012 0.016
H -5.392 0.771 -1.824 0.040 -0.020 0.004
H -4.647 1.630 1.689 0.034 0.080 0.017
H -6.542 0.666 2.912 0.042 -0.004 -0.031
H -7.315 -1.630 2.420 0.034 0.016 -0.020
H -6.160 -2.956 0.659 0.008 0.010 -0.012
H -4.271 -1.990 -0.568 -0.017 -0.011 0.024
H -3.150 2.684 -2.319 -0.005 0.045 0.004
H -3.001 5.130 -2.037 0.024 -0.031 0.004
H -2.538 6.101 0.189 -0.014 -0.047 -0.004
H -2.238 4.612 2.142 0.010 -0.038 -0.007
H -2.386 2.170 1.860 0.055 -0.008 0.052
H 0.395 -1.655 -5.091 0.057 -0.026 0.053
H 1.850 -3.594 -5.494 -0.005 0.019 0.026
H 2.754 -4.883 -3.576 -0.018 0.033 0.009
H 2.091 -4.301 -1.290 -0.024 -0.009 0.011
H 0.833 -5.169 0.352 0.039 0.018 -0.017
H 2.319 -6.122 2.056 -0.012 0.051 0.000
H 3.366 -4.658 3.762 -0.055 0.021 -0.034
H 2.896 -2.217 3.733 -0.022 -0.020 -0.042
H 1.470 -1.267 1.979 -0.021 0.131 0.018
H -1.837 -2.939 -2.434 0.001 -0.055 -0.003
H -3.770 -4.424 -2.672 0.021 0.031 0.038
H -4.466 -5.888 -0.793 0.026 0.016 0.005
H -3.185 -5.830 1.332 0.030 0.018 -0.031
H -1.250 -4.349 1.569 0.003 -0.012 0.007
```
Forces are in eV/Å.

* HOMO energy (alpha / beta): -2.38 / -4.15 eV
* HOMO-LUMO gap (alpha / beta): 4.6543 / 6.4240 eV
* 2S+1: 3
* strongest force on any atom: 2.1 eV/Å
* relative energy (zero: lowest compared OMol25 entry of this formula, charge and spin): 1.0384 eV
* LUMO level (alpha / beta): 2.28 / 2.28 eV
* net charge: -1
* <S²>: 2.0197

These are the Mulliken partial charges, in e, on atoms 1 to 4:
1 Ti -1.285
2 O -0.822
3 C -0.245
4 N 0.700

=====

Record 2
A cluster of 2 separate species, C11H12NO2 in total in a non-equilibrium geometry. Source: the OMol25 dataset; level of theory: ωB97M-V/def2-TZVPD.

```
26
Properties=species:S:1:pos:R:3:forces:R:3
C 2.013 -2.434 -3.503 -0.010 -2.158 -0.651
C 0.578 -2.373 -3.959 -1.715 1.011 0.841
O -0.335 -2.546 -3.106 0.490 -0.397 0.562
O 0.373 -2.070 -5.135 0.329 0.145 -1.771
H 2.187 -3.540 -3.448 0.521 0.637 -0.695
H 2.108 -2.230 -2.482 0.166 1.127 1.574
H 2.663 -1.884 -4.177 0.226 -0.258 0.149
C -1.474 1.571 3.761 -2.177 1.287 2.544
C 0.524 0.755 0.785 -0.933 0.299 0.094
C -0.745 0.965 1.450 3.241 -0.892 -1.387
C -0.476 1.329 2.798 4.731 -0.391 -3.409
C 0.952 1.347 2.874 -4.509 -1.538 -4.283
C -0.605 0.243 -1.245 -1.993 0.124 -2.363
C 0.553 0.402 -0.576 -0.799 0.476 1.883
C -1.884 0.462 -0.595 1.063 -2.294 -3.197
C -1.871 0.652 0.709 -3.577 1.005 4.909
N 1.591 0.944 1.670 -5.626 0.229 1.647
H -0.576 -0.082 -2.352 -0.134 0.441 2.017
H 1.442 0.245 -1.055 2.242 -0.503 -1.176
H -2.776 0.113 -1.133 0.357 0.515 0.284
H -2.831 0.591 1.422 1.644 0.262 -2.094
H 2.488 1.079 1.373 2.570 0.462 -0.444
H 1.365 1.659 3.689 3.342 1.556 4.563
H -1.038 1.378 4.718 0.117 0.071 1.046
H -2.258 0.820 3.672 -0.324 0.135 -0.081
H -1.968 2.606 3.845 0.761 -1.349 -0.563
```
Forces are in eV/Å.

* HOMO energy: -3.69 eV
* HOMO-LUMO gap: 6.4556 eV
* 2S+1: 1
* strongest force on any atom: 6.4 eV/Å
* relative energy (zero: lowest compared OMol25 entry of this formula, charge and spin): 2.7792 eV
* LUMO level: 2.76 eV
* net charge: -1

These are the Mulliken partial charges, in e, on atoms 1 to 4:
1 C -0.871
2 C 0.616
3 O -0.740
4 O -0.733

=====

Record 3
An isolated molecule of C3H3NO2 in a non-equilibrium geometry. Source: the OMol25 dataset; level of theory: ωB97M-V/def2-TZVPD.

```
9
Properties=species:S:1:pos:R:3:forces:R:3
O 3.194 -0.410 -0.001 0.266 -0.106 0.196
C 2.037 -0.099 0.013 2.382 2.901 -0.744
N 0.969 -0.842 -0.012 -3.343 1.540 -0.069
C -0.226 -0.035 0.008 -0.721 0.795 0.142
C 0.238 1.276 0.059 0.664 -3.474 -0.637
O 1.621 1.264 -0.051 -0.395 -1.374 0.815
H 1.111 -1.798 0.022 -0.358 -2.089 0.040
H -1.295 -0.516 -0.055 2.552 1.274 0.330
H -0.112 2.264 0.159 -1.047 0.534 -0.072
```
Forces are in eV/Å.

* HOMO energy: -8.89 eV
* HOMO-LUMO gap: 9.6533 eV
* 2S+1: 1
* strongest force on any atom: 3.8 eV/Å
* relative energy (zero: lowest compared OMol25 entry of this formula, charge and spin): 1.1643 eV
* LUMO level: 0.76 eV
* SMILES: O=c1[nH]cco1

These are the Mulliken partial charges, in e, on atoms 1 to 4:
1 O -0.571
2 C 0.448
3 N 0.015
4 C -0.360